Record 1
Density functional theory data (ωB97M-V with the def2-TZVPD basis set) for a molecular structure, C33H31IN4O7STi at a distorted geometry.

Properties
Spin multiplicity   2
Frontier orbital gap (spin up / spin down)   6.70 / 7.00 eV
Maximum force   3.36 eV/A
Energy   -3567.072775 Ha
Charge   +1
HOMO (spin up / spin down)   -10.015 / -10.312 eV

Structure (XYZ):
```
78
Properties=species:S:1:pos:R:3:forces:R:3
I -1.292 -1.613 2.284 -0.0349 0.4223 -0.0070
Ti 0.065 0.279 0.352 -0.5160 -0.4758 0.2854
S -2.622 -1.459 -1.294 -1.0874 0.0151 0.4179
O 1.204 -3.242 -2.027 -0.4156 -0.8601 0.5254
O 1.322 3.670 -1.801 0.0198 -1.2238 1.6069
O 0.642 2.190 -0.176 0.2536 0.7414 0.6342
O -2.994 3.203 1.580 1.5782 -1.2942 0.2088
O -1.392 -0.665 -1.026 1.0387 0.2400 -0.1846
O 2.248 -0.215 4.668 0.0608 -0.1139 -0.5640
O 0.798 -2.001 -0.253 -1.0375 0.4342 3.1646
N 2.262 -0.375 2.473 1.5513 -1.3142 -1.0787
N 1.110 0.204 -1.591 0.9537 -0.7630 -0.5573
N -1.803 1.546 0.515 -0.7947 0.8215 0.0676
N -0.005 1.451 2.390 0.5150 0.6228 2.3280
C -2.778 3.831 -4.145 -0.1263 -0.1264 -0.3150
C -2.603 -1.725 -3.028 -0.0313 1.2887 -0.3766
C 2.017 -1.035 -3.493 -0.1525 0.6886 2.4566
C 0.822 1.331 3.478 -0.4538 0.7420 0.2984
C 1.799 -3.465 2.670 -0.8988 0.3964 0.5855
C 1.397 1.340 -2.197 0.7776 -0.1332 -0.1662
C -2.402 -3.154 -0.935 0.6293 -2.7176 -0.2877
C -0.984 2.373 2.541 1.3910 -0.0032 1.4438
C -3.655 2.036 -2.768 0.7777 1.6110 -0.2728
C 1.123 -2.082 -1.380 0.8229 -1.1816 -2.5579
C -3.806 2.793 0.506 -2.3670 -0.6124 -0.4451
C -1.899 4.116 -3.141 0.7640 1.6702 -0.4605
C 1.962 1.326 -3.494 -0.4239 1.7810 0.1766
C 2.121 0.123 1.108 0.4443 2.7149 1.0996
C -0.174 3.214 4.598 0.3107 -0.1680 1.5885
C 3.346 -4.343 0.527 1.4065 0.2740 -0.4454
C 3.728 -3.171 1.225 -0.4255 -1.1643 -0.8930
C 1.161 2.560 -1.272 -0.7163 0.6922 -3.1095
C 3.133 -1.397 4.418 -2.1126 0.4557 -0.6288
C 0.727 2.174 4.631 0.6176 -1.3754 -1.5346
C -1.979 3.452 -1.948 2.1758 0.9832 0.6314
C -1.951 2.322 1.513 -0.6445 1.0316 -1.0944
C -2.836 2.437 -1.702 -0.2912 -1.5378 -0.6667
C 1.482 -4.635 2.042 -1.4434 -1.6638 -0.4502
C 1.821 0.235 3.486 -0.8352 -0.2500 1.5513
C -1.104 3.296 3.594 0.7207 -0.7398 -0.7713
C 1.474 -0.945 -2.196 -0.3653 1.0024 -1.4434
C -2.964 1.806 -0.332 -1.5995 -1.1990 -1.0855
C -3.623 2.776 -3.972 -1.1179 -1.7942 0.9799
C 2.945 -2.779 2.282 0.3439 0.8209 -0.1008
C 3.289 -1.460 2.873 -2.2343 0.8952 1.9636
C 2.331 0.151 -4.116 -1.0739 0.3556 0.1862
C 2.311 -5.103 1.007 -1.3841 -0.9529 -0.4325
H 2.609 1.199 1.242 -0.8589 -2.1246 -1.1469
H 0.495 -5.213 2.241 1.9548 1.1631 -0.0455
H 2.638 -0.515 0.423 0.7036 -0.2666 -0.0601
H -4.779 2.409 0.921 0.9956 0.0016 -0.3581
H 2.256 -1.977 -3.895 0.1680 -0.9800 -0.4459
H 2.013 -6.059 0.510 0.4634 0.9422 0.3653
H 1.359 2.017 5.518 -0.2081 -0.0237 -0.7258
H -1.864 4.044 3.559 -0.4093 0.2369 0.0205
H 3.994 -1.170 4.979 1.2011 -0.0904 0.4376
H -3.470 0.831 -0.564 0.1845 0.8583 0.8251
H -1.180 4.943 -3.311 -0.3828 -0.7341 0.4597
H 2.589 -2.269 4.802 0.3081 0.3119 0.0023
H -2.089 -3.335 0.094 -0.1234 0.2853 -0.0308
H -0.124 3.811 5.511 -0.5837 0.4049 -0.5914
H 3.881 -4.674 -0.390 -0.2481 0.2908 0.8920
H -4.323 2.440 -4.721 -0.0157 0.2406 -0.3414
H -1.709 -3.715 -1.635 -0.2928 1.0529 0.6790
H -3.448 -2.337 -3.290 -0.4894 0.0083 -0.2885
H -4.371 1.266 -2.672 -0.6189 -0.8767 0.1975
H 4.238 -1.069 2.637 1.1620 0.2440 -0.8741
H 2.711 0.121 -5.108 0.4136 0.2525 -0.6047
H -3.349 -3.698 -1.122 0.0932 0.6677 0.3224
H 4.577 -2.555 0.938 -0.1333 -0.2579 -0.1314
H -2.586 -0.722 -3.477 -0.3026 -0.4360 -0.1710
H -4.057 3.617 -0.140 -0.0317 0.6176 0.1766
H -1.702 -2.242 -3.258 0.8324 -0.3832 -0.3296
H 2.006 2.314 -3.999 0.3959 -0.7915 0.4503
H -2.809 4.408 -5.037 0.0905 0.2978 -0.6343
H 1.054 -3.042 3.372 0.7838 -0.1991 -0.3144
H -1.219 3.710 -1.228 -0.0437 0.1280 0.4597
H 0.887 -3.906 -1.373 0.4222 0.1232 -0.4645
```
Positions in Å, forces in eV/Å.

These are the Mulliken partial charges, in e, on atoms 1 to 6: -0.233, -0.337, 0.329, -0.568, -0.743, -0.083



Record 2
Density functional theory data (ωB97M-V with the def2-TZVPD basis set) for C4H4N4 in the gas phase at a distorted geometry.

Properties
Frontier orbital gap   9.35 eV
Maximum force   1.94 eV/A
SMILES   CNN=C(C#N)C#N
Energy   -373.769778 Ha
HOMO   -9.557 eV

Structure (XYZ):
```
12
Properties=species:S:1:pos:R:3:forces:R:3
N -2.371 -0.734 0.743 1.6394 -0.3221 -0.4209
N 0.894 0.843 -0.433 0.4768 0.3877 -0.0343
N 0.912 -3.719 0.181 -0.5421 1.7489 -0.0133
N 1.010 -0.424 -0.276 -0.0154 -0.3749 0.2321
C -1.256 -0.954 0.490 -1.7990 0.3189 0.6633
C 0.561 -2.609 0.180 0.2189 -1.8880 0.2781
C -0.203 1.726 -0.118 -0.4227 -0.4217 -0.4466
C 0.111 -1.244 0.192 0.5579 0.1426 -0.7049
H -1.016 1.514 -0.823 -0.1269 0.3032 0.4496
H 1.720 1.254 -0.820 0.2325 0.0349 -0.0568
H 0.140 2.742 -0.227 0.1384 0.2545 -0.2381
H -0.502 1.606 0.911 -0.3578 -0.1838 0.2917
```
Positions in Å, forces in eV/Å.

These are the Mulliken partial charges, in e, on atoms 1 to 6: -0.412, 0.004, -0.426, -0.455, 0.130, 0.069



Record 3
Density functional theory data (ωB97M-V with the def2-TZVPD basis set) for a gas-phase ion, CH3N2S (charge +1) at a distorted geometry.

Properties
Frontier orbital gap   9.47 eV
Maximum force   5.26 eV/A
Energy   -547.231685 Ha
Charge   +1
HOMO   -15.189 eV

Structure (XYZ):
```
7
Properties=species:S:1:pos:R:3:forces:R:3
S -0.705 1.250 1.413 0.3703 -0.9293 -1.0586
N 0.944 -0.336 -0.312 4.6085 -0.5728 -0.1098
N -1.394 -0.111 0.331 -2.4603 1.6734 -4.3321
C -0.092 0.104 0.274 0.3939 0.7815 1.3837
H 1.134 -1.162 -0.897 -1.6791 0.2309 0.0207
H 1.955 -0.069 -0.042 -2.4204 0.4163 0.0101
H -1.841 0.324 -0.768 1.1871 -1.6000 4.0860
```
Positions in Å, forces in eV/Å.

These are the Mulliken partial charges, in e, on atoms 1 to 6: 0.167, -0.303, -0.359, 0.455, 0.312, 0.329



Record 4
Density functional theory data (ωB97M-V with the def2-TZVPD basis set) for 2 unconnected molecules or ions with the total composition C7H12 at a distorted geometry.

Properties
Frontier orbital gap   5.90 eV
Maximum force   5.74 eV/A
Energy   -273.669754 Ha
HOMO   -6.800 eV

Structure (XYZ):
```
19
Properties=species:S:1:pos:R:3:forces:R:3
C -1.138 0.144 -0.824 0.4452 0.8658 1.0370
C -3.085 -0.433 0.420 -0.3058 -0.3723 1.4337
C 3.408 0.868 -0.374 -0.1256 0.0790 0.3814
C -0.125 0.108 0.134 -3.1333 -4.3327 2.0813
C 1.097 0.497 0.186 1.2069 1.4790 0.0913
C 2.464 0.274 0.703 -0.3803 -0.3205 -1.9544
C -2.255 -0.901 -0.756 0.8295 0.5374 -0.3188
H 2.806 -0.754 0.857 -0.5293 -0.2451 0.2830
H -1.751 -1.855 -0.627 -0.3442 -0.1319 0.1778
H 4.453 0.908 -0.072 -0.0070 0.0916 0.1392
H -2.445 -0.172 1.282 -0.2134 0.3911 -0.4781
H -2.953 -0.972 -1.591 0.6098 0.1554 -0.3910
H 2.436 0.784 1.652 0.3184 0.4902 0.4350
H -1.218 1.149 -1.230 -0.0689 -0.4641 -0.9856
H 3.345 0.215 -1.242 0.0454 -0.0220 -0.1126
H 3.027 1.841 -0.681 0.2907 0.0986 0.0635
H -3.718 -1.212 0.878 -0.0333 0.0983 -0.6459
H -3.714 0.390 0.074 0.0857 0.0384 0.4000
H -0.635 -0.878 1.208 1.3094 1.5639 -1.6368
```
Positions in Å, forces in eV/Å.

These are the Mulliken partial charges, in e, on atoms 1 to 6: -0.168, -1.015, -1.132, -0.046, -0.510, -0.048



Record 5
Density functional theory data (ωB97M-V with the def2-TZVPD basis set) for 2 unconnected molecules or ions with the total composition C3H7NO2 at a distorted geometry.

Properties
Frontier orbital gap   10.75 eV
Maximum force   4.20 eV/A
SMILES   CC=O.NC=O
Energy   -323.711188 Ha
HOMO   -9.935 eV

Structure (XYZ):
```
13
Properties=species:S:1:pos:R:3:forces:R:3
O 2.033 -1.574 -1.226 -1.0279 -0.1759 -0.5126
O -2.155 1.617 0.681 -3.0425 -1.1991 -1.2270
N -2.966 -0.503 0.481 0.3288 1.6280 -0.1113
C 3.069 0.209 -0.147 0.8524 -2.5075 1.4678
C 1.838 -0.469 -0.790 4.0134 -0.5727 1.0954
C -3.128 0.886 0.382 3.3029 -0.9510 1.7475
H 3.275 1.247 -0.249 -0.2651 0.8721 -0.2932
H 3.947 -0.414 -0.498 -0.8815 0.9325 0.1215
H -3.648 -1.168 0.268 -1.5655 -0.5162 -0.5002
H -4.175 1.173 0.145 0.6246 0.2284 -0.0525
H -2.089 -0.963 0.664 0.3848 0.7813 0.1280
H 0.914 -0.005 -0.700 -2.2600 0.9296 -0.1530
H 3.085 -0.037 0.990 -0.4642 0.5504 -1.7105
```
Positions in Å, forces in eV/Å.

These are the Mulliken partial charges, in e, on atoms 1 to 6: -0.461, -0.564, -0.312, -0.864, 0.078, 0.199



Record 6
Density functional theory data (ωB97M-V with the def2-TZVPD basis set) for C6H14N2 in the gas phase at a distorted geometry.

Properties
Frontier orbital gap   9.54 eV
Maximum force   1.96 eV/A
SMILES   C/C=C(\C)CN(C)N
Energy   -346.444630 Ha
HOMO   -8.545 eV

Structure (XYZ):
```
22
Properties=species:S:1:pos:R:3:forces:R:3
N 0.177 -0.644 1.690 -0.3224 1.7850 -0.3469
N 0.268 -1.695 0.781 0.7595 -0.1387 -1.5557
C 0.113 0.184 -2.795 -0.0632 -0.2649 -0.0269
C -0.470 0.700 -0.365 0.3630 -0.7739 -0.9068
C 0.403 0.368 -1.340 -0.5722 1.5117 0.0597
C -1.962 0.678 -0.521 -0.2234 0.1002 -0.4899
C 1.359 -0.661 2.535 -0.2736 -0.0247 0.0406
C 0.036 0.815 1.016 0.6884 -1.5920 0.9062
H 2.289 -0.469 1.979 0.0144 -0.0045 -0.0005
H -2.376 1.677 -0.347 -0.0038 -0.1220 0.1252
H -0.948 0.212 -3.021 -0.0799 -0.0109 -0.0233
H -0.626 1.371 1.672 0.0037 0.1100 0.0680
H -0.662 -1.866 0.406 0.1232 -0.0609 0.0917
H 1.461 0.489 -1.127 0.0950 -0.2720 0.2466
H 0.598 0.969 -3.383 0.0237 -0.0702 0.0359
H 1.040 1.254 1.023 -0.1125 0.0532 0.0312
H 0.502 -0.776 -3.145 0.0276 0.0412 -0.0787
H -2.400 -0.003 0.206 -0.0813 0.0185 0.1892
H -2.314 0.358 -1.513 0.2583 0.1080 0.2985
H 1.243 0.095 3.311 0.0796 0.1083 0.0248
H 0.845 -1.415 -0.074 -0.7563 -0.5541 1.3429
H 1.422 -1.639 3.010 0.0520 0.0529 -0.0318
```
Positions in Å, forces in eV/Å.

These are the Mulliken partial charges, in e, on atoms 1 to 6: 0.026, -0.704, -1.203, 0.870, -0.509, -1.417



Record 7
Density functional theory data (ωB97M-V with the def2-TZVPD basis set) for C24H23N3O4S in the gas phase.

Properties
Frontier orbital gap   8.25 eV
Maximum force   0.73 eV/A
SMILES   COc1ccc(NC(=O)C[C@@H]2C(=O)N(c3ccccc3)C(=O)N2CCc2cccs2)cc1
Energy   -1791.844453 Ha
HOMO   -7.872 eV

Structure (XYZ):
```
55
Properties=species:S:1:pos:R:3:forces:R:3
S 4.041 -0.683 -1.140 0.2309 -0.2342 0.6072
O -5.211 -0.890 0.432 -0.0091 0.2615 -0.1463
O -1.076 3.695 -1.326 -0.1954 0.0478 -0.2849
O 0.791 1.315 -2.736 -0.0601 0.1672 -0.1256
O 1.278 -0.620 1.372 -0.0425 -0.2307 0.1575
N -0.759 2.424 0.539 0.0343 -0.0496 0.3856
N 2.046 1.359 0.517 -0.0549 0.1297 0.0192
N 0.728 0.108 -0.772 -0.0748 -0.2806 0.1048
C -2.146 -2.804 -1.632 -0.0639 -0.0888 -0.0106
C -1.353 -0.547 -1.825 0.0982 0.0149 -0.0113
C -0.348 3.219 -0.489 0.5308 0.3507 0.3559
C -4.117 -0.087 0.553 0.0936 0.1661 -0.0621
C -0.035 -2.197 -0.659 0.1101 0.0419 -0.0105
C 4.382 -0.319 0.525 0.1379 -0.0759 -0.4018
C -4.130 1.086 -0.202 -0.0734 -0.3145 0.1688
C 1.082 1.162 -1.583 0.5433 -0.0055 0.0176
C 4.440 -1.454 1.269 0.0926 0.2596 -0.1227
C -2.312 -1.507 -2.088 0.0176 0.0103 -0.0063
C -1.007 -3.146 -0.924 -0.0387 -0.0328 -0.0076
C 3.982 -2.366 -0.798 -0.0851 0.2363 -0.2530
C -0.220 -0.894 -1.100 -0.2231 -0.2706 -0.1196
C -5.206 -2.128 1.100 0.0088 -0.1761 0.0962
C -1.940 0.510 1.369 -0.0058 0.2801 -0.1103
C -1.936 1.652 0.578 -0.2977 -0.1746 0.0454
C -3.056 1.949 -0.193 -0.0058 0.0957 -0.0189
C 1.917 2.102 -0.710 -0.0366 0.3055 -0.1439
C 4.214 -2.626 0.512 -0.0619 -0.1473 -0.1088
C 1.168 3.440 -0.513 -0.1142 -0.0407 -0.3200
C 1.366 0.178 0.474 -0.1613 0.0495 0.1080
C -3.017 -0.356 1.359 -0.2716 -0.1608 0.0085
C 3.090 1.582 1.486 0.2573 -0.0671 0.0968
C 4.466 1.098 0.983 -0.3022 0.0741 0.0980
H -6.134 -2.620 0.814 0.0740 -0.0124 0.0538
H -1.083 0.270 1.982 0.1341 -0.0489 0.0300
H 4.634 -1.458 2.327 0.0229 0.0509 0.2280
H -2.972 -1.243 1.970 -0.0237 -0.1123 0.0392
H 4.804 1.734 0.162 0.1003 0.0663 0.0690
H 0.849 -2.460 -0.101 0.0668 0.0083 0.0322
H -3.196 -1.235 -2.643 -0.0939 0.0393 -0.0500
H 5.180 1.185 1.803 0.0564 0.0621 -0.0658
H -4.356 -2.744 0.791 -0.0157 0.0217 0.0240
H 3.778 -3.052 -1.595 -0.0226 -0.2135 -0.1182
H -5.187 -1.999 2.187 0.0177 -0.0078 -0.0320
H 2.890 2.289 -1.178 -0.1029 -0.0774 -0.0393
H -0.056 2.124 1.202 0.0223 0.1405 -0.2047
H -0.869 -4.158 -0.574 0.0159 -0.0807 0.0294
H 1.504 3.916 0.410 0.0583 0.0084 -0.0028
H 3.133 2.646 1.732 -0.0471 -0.0440 0.0633
H -4.997 1.296 -0.807 -0.1148 0.0348 -0.0890
H -3.067 2.838 -0.801 -0.0132 0.0318 -0.0108
H 4.219 -3.616 0.930 0.0029 -0.1903 0.0322
H -2.902 -3.548 -1.833 -0.0634 -0.0657 -0.0268
H 2.812 1.013 2.376 0.0377 0.1526 -0.0472
H 1.380 4.100 -1.354 -0.0746 0.0018 0.0909
H -1.483 0.464 -2.176 -0.0142 0.0938 -0.0108
```
Positions in Å, forces in eV/Å.

These are the Mulliken partial charges, in e, on atoms 1 to 6: -0.206, -0.467, -0.630, -0.622, -0.580, -0.130



Record 8
Density functional theory data (ωB97M-V with the def2-TZVPD basis set) for a gas-phase ion, C3H9N4 (charge +1) at a distorted geometry.

Properties
Frontier orbital gap   9.89 eV
Maximum force   5.51 eV/A
SMILES   NC[N+]1=NNCC1
Energy   -338.407283 Ha
Charge   +1
HOMO   -14.108 eV

Structure (XYZ):
```
16
Properties=species:S:1:pos:R:3:forces:R:3
N -0.919 -0.227 -1.082 -2.1445 -0.6210 -1.9068
N -0.857 0.961 -1.555 -0.4378 0.2792 -1.8618
N -0.294 -1.033 1.869 -1.5375 -0.7406 1.8183
N 0.056 -0.553 -0.386 1.7104 1.2983 1.1476
C 0.931 0.619 -0.155 0.2618 1.0080 1.3229
C -0.013 -1.650 0.575 0.2610 -2.8160 1.1571
C 0.283 1.745 -0.988 -3.6505 -1.4461 3.8613
H -1.293 -0.676 1.943 1.6500 -0.7403 -0.2865
H -0.245 2.492 -0.318 1.0308 -0.5302 -0.7953
H 0.952 0.860 0.934 -0.1541 -0.3573 -0.8888
H -0.734 -2.409 0.160 0.1675 1.0867 0.3817
H 1.935 0.422 -0.450 0.7242 -0.3915 -0.3798
H -0.147 -1.629 2.768 -0.0725 1.1311 -2.5816
H -1.518 1.213 -2.379 1.4866 -0.6109 2.2318
H 0.924 2.194 -1.615 1.9430 1.4508 -2.7000
H 0.938 -2.327 0.678 -1.2383 1.9996 -0.5202
```
Positions in Å, forces in eV/Å.

These are the Mulliken partial charges, in e, on atoms 1 to 6: -0.464, 0.020, -0.591, 0.553, -0.493, -0.342



> Look up the maximum force of the fourth one.

5.74 eV/A



> Which value of maximum force does entry 6 give?

1.96 eV/A